The following is a quantum chemistry calculation of a 4-piece molecular cluster, C8H20O3 overall at a distorted geometry, from OMol25.

Calculated values
**Energy**: -542.46842 Ha
**HOMO-LUMO gap (spin up / spin down)**: 2.91 / 7.45 eV
**Net charge**: -1
**ΔE to the lowest compared entry with this formula, charge and spin**: 0.000 eV
**HOMO energy (spin up / spin down)**: 0.5 / -4.2 eV
**Multiplicity**: 2
**LUMO (spin up / spin down)**: 3.41 / 3.27 eV

Geometry as XYZ:
```
31
C8H20O3 the ωB97M-V functional and the def2-TZVPD basis
C -1.049 0.563 -2.031
C 0.143 0.975 -1.155
C -0.171 1.098 0.310
C -0.603 2.288 0.851
C 1.273 -0.506 1.493
C 0.032 -0.088 1.183
C -1.192 -0.784 1.724
C 2.536 0.141 1.001
H -0.724 0.245 -3.029
H -1.751 1.399 -2.162
H -1.633 -0.241 -1.576
H 0.526 1.938 -1.532
H 0.957 0.264 -1.301
H -0.749 3.171 0.235
H -0.733 2.411 1.923
H 1.386 -1.366 2.151
H -1.995 -0.841 0.987
H -0.998 -1.811 2.049
H -1.663 -0.286 2.588
H 3.378 -0.070 1.669
H 2.418 1.223 0.944
H 2.811 -0.221 0.002
H -0.348 -1.876 -0.824
H 0.663 -2.567 0.063
O 0.265 -2.630 -0.816
H -3.381 1.555 1.500
H -2.855 1.413 0.093
O -3.582 1.128 0.664
H 2.734 -2.508 -2.944
H 1.762 -2.173 -1.785
O 2.545 -1.848 -2.273
```



The following is a quantum chemistry calculation of C8H20O8P2RuS4 as an isolated structure at a distorted geometry, from OMol25.

Calculated values
**Energy**: -3289.04838 Ha
**HOMO-LUMO gap (spin up / spin down)**: 9.96 / 6.14 eV
**Net charge**: +1
**ΔE to the lowest compared entry with this formula, charge and spin**: 0.310 eV
**HOMO energy (spin up / spin down)**: -12.1 / -12.1 eV
**Multiplicity**: 6
**LUMO (spin up / spin down)**: -2.17 / -5.99 eV

Geometry as XYZ:
```
43
C8H20O8P2RuS4 the ωB97M-V functional and the def2-TZVPD basis
Ru 0.217 0.486 0.890
C 3.338 1.088 -1.297
C 4.009 0.880 0.054
S 2.861 0.383 1.408
C 2.826 1.856 2.492
C 2.376 3.134 1.817
S 0.584 3.091 1.363
C 0.640 3.833 -0.304
C 1.048 2.852 -1.388
S 2.862 2.818 -1.634
H 2.456 0.450 -1.398
H 4.057 0.848 -2.080
H 4.569 1.760 0.360
H 4.702 0.043 -0.023
H 3.828 1.972 2.909
H 2.141 1.564 3.293
H 2.952 3.346 0.916
H 2.484 3.970 2.510
H 1.306 4.692 -0.266
H -0.377 4.181 -0.482
H 0.623 3.165 -2.342
H 0.690 1.829 -1.156
O -3.831 0.755 1.399
P -2.695 -0.042 0.648
O -3.159 -1.092 -0.260
O -1.710 0.955 0.033
O -1.914 -0.833 1.877
P -1.044 -0.086 3.026
O -1.607 -0.625 4.379
O -1.186 1.388 2.794
O 0.381 -0.578 2.853
H -3.532 1.591 1.765
H -2.539 -0.474 4.521
C -0.102 -3.044 0.201
S 0.456 -2.270 -1.346
C -1.118 -2.247 -2.235
O 0.752 -0.833 -0.959
H -0.690 -2.316 0.762
H 0.776 -3.338 0.772
H -0.715 -3.907 -0.028
H -1.316 -3.261 -2.563
H -1.002 -1.606 -3.102
H -1.927 -1.877 -1.601
```



The following is a quantum chemistry calculation of a 2-piece molecular cluster, C8H20OSi overall at a distorted geometry, from OMol25.

Calculated values
**Energy**: -681.45361 Ha
**HOMO-LUMO gap**: 10.38 eV
**SMILES string**: CO[SiH2]C(C)(C)C.C=CC
**ΔE to the lowest compared entry with this formula, charge and spin**: 3.608 eV
**HOMO energy**: -9.5 eV
**LUMO**: 0.84 eV

Geometry as XYZ:
```
30
C8H20OSi the ωB97M-V functional and the def2-TZVPD basis
C -3.462 -0.161 0.592
C -5.555 1.099 0.008
C 2.097 -2.317 -0.989
C 3.550 -0.438 -0.777
C 2.576 -1.227 1.299
C 0.364 2.767 0.601
C -4.449 0.487 -0.380
C 2.185 -1.017 -0.130
O 1.027 1.520 0.621
Si 0.916 0.371 -0.500
H -2.668 -0.559 -0.134
H -3.167 0.566 1.329
H -3.924 -0.991 1.067
H -6.170 1.557 -0.727
H -5.936 1.098 1.007
H 0.995 0.615 -1.939
H 1.109 -2.447 -1.264
H 2.630 -2.221 -1.836
H 2.475 -3.192 -0.526
H 3.339 -0.173 -1.833
H 4.301 -1.169 -0.800
H 3.912 0.428 -0.286
H 3.314 -0.593 1.800
H 1.804 -1.124 2.041
H 2.956 -2.211 1.530
H 1.083 3.629 0.496
H -0.060 3.066 1.527
H -0.531 2.660 -0.088
H -4.254 0.375 -1.393
H -0.460 -0.399 -0.315
```



The following is a quantum chemistry calculation of a 2-piece molecular cluster, C8H20S2 overall, from OMol25.

Calculated values
**Energy**: -1113.17811 Ha
**HOMO-LUMO gap**: 9.30 eV
**SMILES string**: CCSCC.CCSCC
**ΔE to the lowest compared entry with this formula, charge and spin**: 0.333 eV
**HOMO energy**: -8.3 eV
**LUMO**: 0.97 eV

Geometry as XYZ:
```
30
C8H20S2 the ωB97M-V functional and the def2-TZVPD basis
S 0.245 -0.203 -2.206
C 1.333 2.302 -2.119
C -1.511 -2.289 -2.013
C 0.034 1.556 -1.840
C -1.417 -0.785 -1.786
H 1.621 2.193 -3.178
H 2.149 1.905 -1.490
H 1.208 3.375 -1.897
H -0.780 -2.821 -1.381
H -2.523 -2.647 -1.758
H -1.307 -2.534 -3.069
H -0.263 1.669 -0.779
H -0.789 1.956 -2.464
H -1.628 -0.534 -0.729
H -2.154 -0.247 -2.413
S -0.246 0.204 2.202
C -1.335 -2.301 2.118
C 1.511 2.289 2.011
C -0.034 -1.557 1.842
C 1.418 0.784 1.788
H -2.147 -1.906 1.485
H -1.627 -2.189 3.175
H -1.209 -3.375 1.899
H 1.303 2.537 3.065
H 2.524 2.646 1.759
H 0.783 2.820 1.375
H 0.786 -1.954 2.470
H 0.267 -1.672 0.783
H 2.152 0.248 2.419
H 1.633 0.530 0.732
```



The following is a quantum chemistry calculation of C8H21CeClIO4P2 as an isolated structure at a distorted geometry, from OMol25.

Calculated values
**Energy**: -2533.37903 Ha
**HOMO-LUMO gap (spin up / spin down)**: 6.45 / 6.65 eV
**Net charge**: +2
**HOMO energy (spin up / spin down)**: -15.8 / -15.8 eV
**Multiplicity**: 2
**LUMO (spin up / spin down)**: -9.33 / -9.14 eV

Geometry as XYZ:
```
38
C8H21CeClIO4P2 the ωB97M-V functional and the def2-TZVPD basis
C -3.103 -0.899 -4.449
I -2.064 -1.087 -2.550
H -2.893 0.097 -4.843
H -4.174 -1.034 -4.259
H -2.720 -1.681 -5.114
Ce 0.482 0.097 0.153
P 2.577 -1.068 -1.054
C 2.579 -2.802 -1.065
C 2.598 -0.457 -2.723
H 4.073 0.629 -0.208
H 4.881 -0.849 -0.837
H 4.113 -0.854 0.784
C 4.045 -0.472 -0.248
H 2.579 0.644 -2.757
H 3.525 -0.831 -3.162
H 3.482 -3.102 -1.596
H 1.693 -3.209 -1.579
H 1.734 -0.834 -3.292
H 2.594 -3.218 -0.044
C -0.126 -1.776 0.527
O -0.604 -2.874 0.804
Cl 1.560 2.155 -0.447
C -0.877 3.129 3.681
O -1.898 2.327 2.970
P -1.131 1.366 1.889
O -1.998 -0.007 2.308
C -1.356 -0.575 3.586
O -1.587 2.314 0.562
C -2.908 1.852 0.067
H -0.329 3.708 2.947
H -0.229 2.421 4.203
H -1.379 3.743 4.356
H -0.316 -0.838 3.330
H -1.406 0.183 4.357
H -1.904 -1.420 3.837
H -2.762 0.805 -0.247
H -3.623 1.956 0.868
H -3.126 2.460 -0.757
```



The following is a quantum chemistry calculation of C8H21ClI2NP2Sn as an isolated structure at a distorted geometry, from OMol25.

Calculated values
**Energy**: -2323.72897 Ha
**HOMO-LUMO gap (spin up / spin down)**: 6.30 / 6.36 eV
**Net charge**: +3
**ΔE to the lowest compared entry with this formula, charge and spin**: 0.000 eV
**HOMO energy (spin up / spin down)**: -19.9 / -19.9 eV
**LUMO (spin up / spin down)**: -13.58 / -13.50 eV

Geometry as XYZ:
```
36
C8H21ClI2NP2Sn the ωB97M-V functional and the def2-TZVPD basis
I -0.124 -2.441 1.065
I 0.351 2.636 -0.272
Sn -0.285 -0.230 -1.004
P 2.231 -0.563 -1.299
C 3.380 -0.343 0.084
C 2.490 -2.242 -1.938
H 3.476 -2.267 -2.422
H 3.734 0.156 -3.012
H 1.710 -2.483 -2.668
H 2.034 0.565 -3.426
H 3.132 -1.046 0.887
H 2.445 -2.966 -1.115
C 2.782 0.545 -2.625
H 4.399 -0.531 -0.279
H 2.911 1.562 -2.233
H 3.303 0.679 0.471
P -2.632 0.207 -0.092
C -2.903 0.649 1.643
C -3.378 1.523 -1.095
H -3.374 -1.680 -1.406
H -4.689 -0.971 -0.407
H -3.436 -2.033 0.342
C -3.632 -1.271 -0.422
H -3.114 1.379 -2.149
H -4.467 1.462 -0.970
H -3.980 0.794 1.800
H -2.363 1.572 1.878
H -3.004 2.500 -0.765
H -2.534 -0.153 2.291
Cl -0.941 -0.758 -3.309
C 1.214 1.087 4.199
C 0.825 0.716 2.867
N 0.510 0.412 1.792
H 2.127 0.546 4.469
H 0.409 0.824 4.893
H 1.396 2.166 4.230
```